{"formula": "C34H82N6O14S4", "method": "the ωB97M-V functional and the def2-TZVPD basis", "lumo_ev": -0.213, "total_energy_ha": -4316.50201, "relative_energy_kj_mol": 7096.38, "orbital_gap_ev": 6.8811, "elements": ["C", "S", "O", "C", "H", "H", "H", "H", "H", "H", "C", "S", "O", "C", "H", "H", "H", "H", "H", "H", "C", "S", "O", "C", "H", "H", "H", "H", "H", "H", "C", "S", "O", "C", "H", "H", "H", "H", "H", "H", "C", "O", "N", "C", "C", "H", "H", "H", "H", "H", "H", "H", "C", "O", "N", "C", "C", "H", "H", "H", "H", "H", "H", "H", "C", "O", "N", "C", "C", "H", "H", "H", "H", "H", "H", "H", "C", "O", "N", "C", "C", "H", "H", "H", "H", "H", "H", "H", "C", "O", "N", "C", "C", "H", "H", "H", "H", "H", "H", "H", "C", "O", "N", "C", "C", "H", "H", "H", "H", "H", "H", "H", "O", "C", "O", "C", "C", "C", "H", "H", "H", "H", "H", "H", "H", "H", "O", "C", "O", "C", "C", "C", "H", "H", "H", "H", "H", "H", "H", "H"], "xyz": [[-0.7197, 1.8305, -1.4843], [-0.4871, 0.7092, -2.9509], [0.1045, 1.5936, -4.0682], [-2.2457, 0.5870, -3.4049], [-0.8032, 1.2740, -0.5509], [-1.4340, 2.6486, -1.5772], [0.2610, 2.2962, -1.3869], [-2.2515, 0.1017, -4.3809], [-2.6826, 1.5724, -3.5666], [-2.9171, -0.0038, -2.7818], [-0.3395, -2.7926, 1.5377], [0.5273, -3.6083, 2.9279], [0.1584, -5.0694, 2.8142], [2.2548, -3.5915, 2.1907], [-0.3558, -3.3579, 0.6058], [-0.0258, -1.7827, 1.2733], [-1.3924, -2.7348, 1.8135], [3.0973, -3.6923, 2.8749], [2.4262, -2.6179, 1.7316], [2.3649, -4.2499, 1.3290], [-0.1922, -0.6423, -5.4149], [0.8912, -1.3624, -4.0874], [0.2991, -0.9585, -2.7494], [0.3107, -3.0895, -4.4363], [0.2453, -0.6822, -6.4124], [-0.0575, 0.3988, -5.1216], [-1.1923, -0.9941, -5.1619], [-0.7464, -3.3168, -4.2981], [0.8658, -3.8292, -3.8594], [0.5073, -3.3548, -5.4751], [0.3843, -3.0844, -1.6838], [2.0565, -2.9923, -0.9946], [2.1489, -4.1507, -0.0315], [2.8565, -3.4287, -2.5865], [0.1545, -4.0948, -2.0220], [0.1816, -2.3242, -2.4383], [-0.2523, -2.8010, -0.8457], [2.9299, -2.5999, -3.2906], [2.4284, -4.3287, -3.0280], [3.8891, -3.6338, -2.3041], [1.4998, -0.8414, 3.3708], [1.5844, -0.8891, 2.1596], [0.3844, -1.0185, 4.0835], [0.3749, -0.8251, 5.5339], [-0.9647, -1.2156, 3.4834], [2.4190, -0.9504, 3.9669], [-0.0547, -1.6629, 6.0832], [-0.1729, 0.0588, 5.8606], [1.3915, -0.7746, 5.9238], [-0.9541, -1.5689, 2.4523], [-1.4510, -2.0263, 4.0259], [-1.5694, -0.3127, 3.5678], [3.0360, 1.5196, 2.7065], [3.4564, 2.5114, 3.2515], [3.5835, 1.0565, 1.5394], [2.9962, -0.0105, 0.7241], [4.7750, 1.6423, 0.9425], [2.2808, 0.8193, 3.0956], [3.2430, 0.0796, -0.3338], [1.9231, -0.1655, 0.8356], [3.4077, -0.9581, 1.0718], [5.6017, 0.9604, 0.7431], [4.6118, 2.0295, -0.0633], [5.2096, 2.4538, 1.5262], [3.5918, 1.3163, -1.8287], [4.5029, 0.7888, -1.1531], [2.7700, 0.6115, -2.6142], [1.9969, 1.3685, -3.5705], [2.7532, -0.8554, -2.6500], [3.3992, 2.3980, -1.8990], [1.7034, 0.6391, -4.3255], [2.4703, 2.2234, -4.0534], [1.1188, 1.8802, -3.1766], [1.7211, -1.2053, -2.6264], [3.2370, -1.3265, -3.5057], [3.2547, -1.1307, -1.7223], [-4.5191, -0.6807, -2.3757], [-4.7340, 0.2858, -3.1117], [-3.6253, -1.5956, -2.6311], [-3.2654, -2.7553, -1.7773], [-2.8600, -1.5725, -3.9297], [-4.9532, -0.8460, -1.3775], [-2.1925, -2.8503, -1.6102], [-3.7758, -3.6829, -2.0365], [-3.5214, -2.5310, -0.7418], [-3.0363, -2.5221, -4.4351], [-3.2665, -0.8120, -4.5964], [-1.7795, -1.4396, -3.8764], [-2.7686, -0.6207, 1.4893], [-2.2065, -0.9856, 2.5396], [-3.6997, 0.3046, 1.4329], [-4.6022, 0.4137, 0.2615], [-3.9750, 1.2391, 2.5554], [-2.5552, -1.0546, 0.5002], [-5.6002, 0.2201, 0.6547], [-4.5368, -0.3308, -0.5319], [-4.5981, 1.4028, -0.1966], [-4.9393, 1.1061, 3.0457], [-3.2359, 1.2624, 3.3562], [-4.0614, 2.2368, 2.1250], [-1.2357, -1.1630, -0.9192], [-2.2897, -1.5067, -0.3925], [-0.2111, -0.5679, -0.2685], [1.1055, -0.4071, -0.8607], [-0.3448, -0.0178, 1.0635], [-0.8830, -1.5868, -1.8723], [1.5703, 0.4081, -0.3062], [1.0589, -0.0367, -1.8847], [1.7046, -1.3097, -0.7405], [0.4172, 0.7467, 1.2146], [-1.3305, 0.3470, 1.3524], [-0.1312, -0.8053, 1.7862], [0.2390, 2.0402, 0.0092], [1.2930, 2.5932, 0.3566], [1.3600, 3.5739, 1.2857], [0.2236, 4.0828, 1.9342], [-0.4439, 5.0896, 1.0286], [2.6093, 2.1830, -0.2446], [0.5322, 4.6526, 2.8107], [-0.4584, 3.3167, 2.3030], [0.2634, 5.8060, 0.6107], [-1.2463, 5.7087, 1.4299], [-0.8697, 4.3915, 0.3079], [2.8210, 1.1462, 0.0166], [3.4232, 2.8146, 0.1113], [2.6441, 2.2739, -1.3302], [-0.9489, 3.1208, 5.1028], [-1.4333, 3.5144, 4.0434], [-1.7778, 2.8052, 2.9840], [-1.6272, 1.4107, 2.8751], [-0.1964, 1.0220, 2.6371], [-1.5133, 5.0019, 3.8580], [-2.0909, 1.0711, 1.9490], [-2.2060, 0.8765, 3.6287], [0.2210, 1.5922, 1.8071], [-0.1644, -0.0384, 2.3868], [0.3720, 1.2139, 3.5471], [-2.1267, 5.3967, 4.6679], [-1.8922, 5.1839, 2.8524], [-0.5087, 5.4015, 3.9970]]}